# 1
{
  "formula": "C40H33BF4IN6O4SSc",
  "method": "ωB97M-V/def2-TZVPD",
  "species": ["C", "H", "C", "C", "H", "I", "C", "C", "C", "O", "H", "C", "C", "N", "N", "F", "C", "C", "C", "H", "C", "H", "H", "C", "H", "H", "H", "Sc", "F", "H", "H", "C", "C", "C", "C", "O", "H", "H", "C", "C", "H", "C", "C", "C", "C", "C", "N", "C", "C", "H", "C", "H", "C", "F", "H", "N", "C", "H", "H", "C", "F", "N", "H", "C", "C", "H", "C", "H", "S", "H", "B", "C", "O", "H", "H", "N", "H", "H", "H", "H", "H", "C", "C", "O", "C", "C", "H", "H", "C", "H", "C"],
  "xyz": [[-4.057, 1.052, 2.574], [-5.498, -0.904, -1.357], [-0.759, -3.879, 1.725], [-4.231, 3.402, -0.546], [-1.434, -4.015, 2.557], [-1.909, 1.517, -4.370], [1.495, 0.016, 4.134], [-2.242, 2.420, -1.495], [-2.591, 0.221, 0.820], [1.476, 1.920, 1.904], [1.256, 1.058, 4.296], [-1.653, 1.263, 2.791], [-3.365, -0.711, -1.128], [-0.265, 0.303, 0.979], [-0.872, 2.024, -1.371], [-0.923, -3.380, -3.098], [1.581, -0.477, 2.838], [2.009, 1.935, -1.880], [1.960, -1.791, 2.610], [-3.152, -1.144, -2.097], [-4.898, 3.229, -1.747], [2.027, 5.234, 1.028], [3.336, -2.288, -4.945], [1.548, 5.219, 0.049], [-4.740, 2.550, -3.779], [-0.806, 1.617, 3.360], [-3.093, 1.971, 4.227], [0.094, -0.252, -1.143], [-0.383, -1.889, -4.769], [5.180, 1.275, -2.959], [1.890, -0.668, -3.742], [0.876, -3.401, -0.413], [3.132, -3.779, -3.401], [-2.963, 1.471, 3.276], [-1.458, 0.632, 1.585], [1.796, 6.496, -0.528], [4.059, 0.046, -2.331], [3.763, -4.519, -3.875], [1.688, -3.112, -1.619], [3.401, 2.073, -2.136], [-0.533, 4.014, -1.117], [2.389, -3.059, 6.166], [1.757, -0.827, 5.199], [-4.704, -0.572, -0.702], [3.471, 4.085, -1.030], [2.123, 4.087, -0.762], [4.090, 3.116, -1.718], [-0.791, -2.703, 1.000], [0.162, -4.846, 1.360], [2.639, -5.038, -1.748], [2.094, -1.643, -3.331], [1.641, 6.432, -1.476], [-2.909, 3.000, -0.421], [-1.058, -1.094, -2.703], [1.712, -5.344, -0.019], [0.001, -2.456, -0.043], [-2.913, 2.268, -2.709], [-5.059, 1.210, 2.954], [3.063, -2.584, 6.880], [-4.235, 2.669, -2.830], [-2.574, -2.130, -4.079], [-2.338, -0.332, -0.404], [1.464, -3.291, 6.698], [1.363, 2.992, -1.224], [-3.886, 0.415, 1.323], [-1.479, -1.921, 1.276], [-0.082, 3.025, -1.198], [2.837, -3.998, 5.847], [1.202, 0.577, 1.474], [0.479, 5.084, 0.233], [-1.237, -2.199, -3.739], [2.118, -2.157, 4.995], [1.371, 0.857, -2.257], [1.696, -0.442, 6.211], [-5.980, 0.127, 0.861], [1.518, -1.902, -2.161], [-5.930, 3.539, -1.850], [-4.735, 3.845, 0.304], [-2.390, 3.114, 0.523], [2.533, -3.645, 3.507], [4.096, 4.898, -0.678], [2.905, -2.554, -3.991], [4.134, 0.993, -2.868], [1.921, 0.049, 0.302], [-4.964, -0.011, 0.511], [2.226, -2.622, 3.687], [0.235, -5.778, 1.904], [2.073, -2.151, 1.597], [2.508, -4.066, -2.198], [3.714, 0.837, -3.864], [0.990, -4.601, 0.282]],
  "mulliken_charge": [-1.131, 0.530, -1.100, -0.878, 0.558, 0.102, -0.498, -1.077, -0.349, -0.850, 0.487, -0.404, -0.603, 0.772, 1.238, -0.309, -0.363, 0.476, -0.198, 0.431, -0.695, 0.392, 0.535, -0.736, 0.443, 0.429, 0.404, -0.387, -0.298, 0.419, 1.047, 0.597, -0.997, -0.974, 0.219, -0.575, 0.094, 0.412, 0.477, 0.595, 0.790, -1.552, -0.868, -0.918, -0.795, 0.377, -0.686, -0.272, -0.980, 0.413, -0.726, 0.374, 0.308, -0.058, 0.445, 1.497, -0.067, 0.463, 0.383, -0.386, -0.384, 1.254, 0.320, 0.198, 1.113, 0.387, -0.904, 0.356, 1.938, 0.273, 0.095, 1.129, -0.275, 0.408, 0.424, 1.166, 0.409, 0.401, 0.452, 0.352, 0.451, -1.340, -0.788, -0.642, -1.156, -1.032, 0.465, 0.453, -0.889, 0.243, -0.853],
  "charge": 0,
  "e_above_lowest_kj_mol": 0.0,
  "homo_lumo_gap_ev": 7.4
}

# 2
{
  "formula": "C4H7F",
  "method": "ωB97M-V/def2-TZVPD",
  "species": ["C", "F", "C", "H", "H", "C", "H", "H", "C", "H", "H", "H"],
  "xyz": [[0.154, -1.085, -0.168], [-2.283, -0.132, -0.197], [-0.239, 0.995, -0.169], [-0.080, 2.037, 0.203], [-0.942, 0.034, 1.607], [1.141, 0.096, -0.040], [1.503, 0.114, 1.123], [1.937, 0.180, -0.747], [-1.016, -0.103, 0.441], [0.322, -2.044, 0.333], [-0.460, 1.270, -1.140], [-0.038, -1.362, -1.246]],
  "mulliken_charge": [-0.627, -0.337, -0.803, 0.290, 0.246, -0.466, 0.189, 0.344, 0.292, 0.313, 0.323, 0.236],
  "charge": 0,
  "smiles": "FC1CCC1",
  "e_above_lowest_kj_mol": 126.9,
  "homo_lumo_gap_ev": 11.7
}

# 3
{
  "formula": "CH4BrP",
  "method": "ωB97M-V/def2-TZVPD",
  "species": ["H", "H", "Br", "P", "H", "C", "H"],
  "xyz": [[-0.346, -0.373, -0.826], [-0.720, -2.004, -0.028], [2.239, 0.694, 0.113], [1.119, -0.971, 0.960], [-1.200, 1.477, -0.150], [-0.102, -1.083, -0.120], [-0.991, 2.259, 0.050]],
  "mulliken_charge": [0.367, 0.234, -0.160, 0.054, -0.151, -0.510, 0.166],
  "charge": 0,
  "e_above_lowest_kj_mol": 166.7,
  "homo_lumo_gap_ev": 9.5
}

# 4
{
  "formula": "C4H5O3",
  "method": "ωB97M-V/def2-TZVPD",
  "species": ["H", "C", "O", "C", "H", "O", "O", "H", "C", "H", "H", "C"],
  "xyz": [[0.161, -1.010, 1.536], [0.601, -0.839, 0.649], [-3.046, -1.239, -0.113], [-1.427, 0.510, -0.253], [-0.627, -1.312, -1.091], [-3.476, 0.767, 0.762], [1.672, -0.016, 0.899], [-1.101, 1.529, 0.234], [-2.810, -0.045, 0.134], [1.995, 0.353, 0.061], [0.562, 0.177, -1.215], [-0.277, -0.337, -0.672]],
  "mulliken_charge": [0.383, -0.361, -0.729, -0.509, 0.224, -0.698, -0.454, 0.206, 0.564, 0.290, 0.417, -0.332],
  "charge": -1,
  "e_above_lowest_kj_mol": 378.5,
  "homo_lumo_gap_ev": [7.2, 7.4]
}

# 5
{
  "formula": "C33H40N5P2S4SbTc",
  "method": "ωB97M-V/def2-TZVPD",
  "species": ["C", "C", "H", "H", "C", "H", "H", "N", "H", "N", "H", "H", "N", "H", "C", "C", "C", "H", "C", "C", "H", "C", "C", "H", "C", "H", "H", "H", "C", "H", "P", "Sb", "C", "H", "C", "P", "H", "H", "C", "H", "C", "C", "H", "Tc", "H", "H", "H", "H", "H", "H", "C", "C", "H", "S", "C", "C", "H", "C", "S", "C", "H", "S", "H", "H", "N", "H", "C", "C", "H", "C", "H", "H", "C", "H", "C", "H", "H", "C", "C", "H", "H", "C", "C", "S", "C", "N"],
  "xyz": [[-1.182, -1.993, 0.892], [-4.319, 1.878, 3.171], [-4.782, 1.249, 3.924], [-4.727, 4.882, 1.640], [-0.308, -4.584, -1.141], [-2.144, 2.818, -1.469], [-1.300, -4.881, -0.753], [0.857, -0.414, 1.783], [-0.426, 3.867, 2.947], [2.238, -1.402, -3.942], [0.824, 5.584, -2.863], [-0.610, -4.717, 2.781], [0.739, -4.624, -0.140], [-0.063, -5.260, -1.961], [-0.359, 2.970, -0.265], [-0.506, -3.098, 1.386], [-4.896, 3.098, 2.828], [0.480, -1.179, 2.334], [-1.126, -3.852, 2.369], [0.937, 0.773, 2.651], [-3.052, -0.858, 0.839], [-4.293, 3.917, 1.881], [1.828, 1.905, 4.561], [2.368, -0.099, 4.002], [0.151, 1.871, 2.361], [1.546, -3.769, 1.544], [3.435, -2.889, -3.052], [-2.652, 4.169, 0.525], [-3.097, -2.443, 2.288], [1.805, -0.694, 1.559], [-0.942, 1.779, 0.948], [-5.242, 1.172, -2.668], [-2.485, -1.673, 1.295], [-2.874, -4.117, 3.611], [1.302, 4.536, -1.048], [1.354, -0.654, -1.449], [4.279, -1.800, -4.159], [1.189, -2.626, 0.201], [-3.117, 3.517, 1.253], [3.092, 0.060, -5.166], [1.769, 1.040, -2.256], [3.139, -1.158, -1.069], [2.268, -5.809, 0.707], [-0.496, -0.356, -0.039], [-4.108, -2.212, 2.608], [1.386, -6.562, -0.626], [1.077, -2.696, -2.788], [-1.364, 4.463, -3.152], [2.250, 5.049, -0.911], [2.129, 1.710, -1.478], [3.520, -1.854, -3.381], [4.056, 0.389, -2.726], [1.392, 0.342, -4.768], [-2.079, -0.457, -1.602], [-0.737, 4.213, -2.301], [2.348, -0.003, -4.376], [4.795, 0.426, -3.520], [-1.168, 3.280, -1.369], [-3.953, 1.214, -0.873], [1.770, 0.776, 3.759], [1.518, 3.354, 0.733], [-1.852, 0.581, -3.276], [-5.818, 3.414, 3.308], [0.862, 1.464, -2.680], [2.770, 0.862, -3.262], [3.539, -0.541, -0.262], [1.133, -1.638, -3.040], [1.058, 3.030, 4.259], [1.125, 3.915, 4.881], [-2.539, 2.293, 1.596], [0.645, -6.468, 0.971], [4.381, 1.036, -1.910], [-2.407, -3.514, 2.838], [-2.672, 0.543, 2.858], [0.204, 3.009, 3.172], [-0.413, -3.561, -1.530], [2.471, 1.909, 5.435], [0.826, -3.520, 0.764], [1.283, -5.930, 0.255], [3.144, -2.199, -0.747], [0.193, -1.350, -3.508], [-3.138, 1.477, 2.565], [0.496, 4.842, -2.139], [-3.559, 0.189, -4.242], [0.891, 3.586, -0.120], [3.941, -1.001, -2.256]],
  "mulliken_charge": [1.937, -0.967, 0.486, 0.493, -0.788, 0.637, 0.272, -0.312, 0.538, 0.172, 0.455, 0.535, 0.288, 0.382, 1.044, 0.583, -0.642, 0.422, -0.621, -0.525, 0.478, -0.774, -0.827, 0.545, -0.473, 0.910, 0.394, 0.474, -0.785, 0.286, 2.743, 0.924, -1.007, 0.439, -0.544, 2.540, 0.301, -1.903, 0.039, 0.337, -1.060, -1.145, 0.329, -1.255, 0.534, 0.343, 0.450, 0.479, 0.503, 0.295, -0.911, -0.935, 0.381, 0.211, -1.071, -0.881, 0.331, -0.484, -0.189, -0.505, 0.418, 0.277, 0.456, 0.469, 0.262, 0.521, -1.458, -0.847, 0.488, 0.188, 0.321, 0.348, -1.125, 0.532, -0.259, 0.004, 0.455, 0.507, -0.911, 0.394, 0.695, -0.533, -0.827, -0.175, -1.320, 0.215],
  "charge": 3,
  "homo_lumo_gap_ev": [4.2, 4.2]
}

# 6
{
  "formula": "C17H25N3O2S",
  "method": "ωB97M-V/def2-TZVPD",
  "species": ["C", "H", "H", "C", "H", "C", "C", "H", "C", "C", "C", "N", "H", "H", "S", "O", "N", "C", "H", "H", "H", "C", "C", "C", "H", "H", "H", "H", "H", "C", "C", "C", "H", "O", "H", "H", "C", "C", "H", "H", "H", "H", "H", "C", "H", "N", "H", "H"],
  "xyz": [[-5.744, 4.210, 2.104], [-4.928, 4.929, 2.011], [-7.060, 5.653, 3.030], [-7.064, 4.967, 2.186], [5.456, -6.004, -1.983], [-2.026, 2.232, 0.430], [-1.081, 0.692, -1.292], [4.856, -5.677, -0.340], [2.902, -1.519, 0.470], [3.199, -2.265, -0.680], [-3.196, 3.169, 0.606], [-0.104, 0.337, -0.457], [-6.601, 2.597, 0.984], [3.465, -4.525, -2.006], [-1.377, 0.179, -2.835], [6.632, -4.784, -0.892], [4.283, -3.104, -0.720], [5.332, -5.228, -1.224], [5.497, -1.948, 0.521], [-0.153, 0.805, 0.455], [-5.590, 3.647, 3.027], [1.247, -1.288, -1.739], [4.442, -4.105, -1.752], [6.673, -3.435, -0.474], [-7.894, 4.276, 2.309], [7.518, -3.351, 0.213], [-3.320, 3.783, -0.288], [-7.230, 5.543, 1.278], [-4.373, 1.826, 1.809], [-5.726, 3.248, 0.918], [5.383, -2.990, 0.211], [-4.478, 2.366, 0.866], [6.862, -2.783, -1.340], [-1.209, 2.014, 1.307], [1.606, -0.113, 1.404], [-4.607, 1.625, 0.072], [2.341, -2.125, -1.778], [1.815, -0.677, 0.505], [5.214, -3.604, 1.108], [3.516, -1.610, 1.352], [-5.808, 3.816, -0.011], [-2.706, 1.869, -1.469], [4.889, -3.681, -2.664], [0.967, -0.545, -0.596], [-2.984, 3.815, 1.457], [-1.988, 1.633, -0.794], [0.615, -1.207, -2.606], [2.535, -2.665, -2.691]],
  "mulliken_charge": [-0.211, 0.264, 0.370, -1.354, 0.374, 0.554, 0.193, 0.282, -0.712, 0.796, -0.789, -0.135, 0.355, 0.631, -0.476, -0.381, 0.238, -0.691, 0.622, 0.240, 0.299, -0.754, -0.822, -0.677, 0.342, 0.367, 0.316, 0.341, 0.284, -0.666, -0.777, -0.498, 0.288, -0.734, 0.360, 0.341, -0.890, -0.799, 0.238, 0.367, 0.326, 0.350, 0.279, 1.303, 0.347, -0.197, 0.122, 0.374],
  "charge": 0,
  "smiles": "CCCCCC(=O)NC(=S)Nc1ccc(N2CCOCC2)cc1",
  "e_above_lowest_kj_mol": 128.8,
  "homo_lumo_gap_ev": 8.0
}

Ordered DFT total energy results: -4055.012232 -256.395507 -2955.805316 -381.056434 -4150.831126 -1375.743331; unit hartree.
Ordered F_max results: 0.384 5.257 2.864 4.953 1.241 1.141; unit eV/A.